The following is a quantum chemistry calculation of C44H40N2O3P2S3Sr as an isolated structure, from the OMol25 dataset.

```
95
Properties=species:S:1:pos:R:3:lowdin_charge:R:1
Sr -0.95766 -0.34187 1.28990 1.2584
C 4.38310 -4.25481 3.50899 -0.0761
O 4.18729 -3.23446 4.46273 -0.0687
C 3.24935 -2.28640 4.23514 -0.2711
C 2.99194 -1.43819 5.33528 -0.0092
C 1.99888 -0.51165 5.25357 -0.0252
C 1.22562 -0.32773 4.08279 -0.0983
C 0.12687 0.58816 4.07056 -0.3634
C -0.25413 1.30562 5.35067 0.0046
O -0.55779 0.84050 3.06269 -0.2656
C 1.55935 -1.11069 2.91976 -0.3485
O 1.01719 -0.94842 1.77257 -0.3596
C 2.56601 -2.10012 3.05880 0.0578
H 5.04821 -4.97357 3.98538 0.0935
H 4.84830 -3.87185 2.59478 0.0954
H 3.43782 -4.74407 3.25639 0.0992
H 3.58623 -1.55897 6.22671 0.1153
H 1.79142 0.09580 6.12023 0.1081
H 0.52111 2.00810 5.64358 0.0886
H -0.40792 0.59605 6.15694 0.0905
H -1.17531 1.85369 5.17185 0.0841
H 2.76978 -2.69148 2.17907 0.1143
C 2.85777 1.19629 -1.03873 -0.2915
C 2.99992 -0.31380 -0.83157 -0.3334
P 2.61916 -1.46129 -2.27709 1.0784
C 0.79106 -1.48560 -2.07115 -0.3855
C 0.26242 -2.62232 -1.46619 -0.0980
C -1.09318 -2.71192 -1.19726 -0.0939
C -1.93451 -1.65605 -1.52778 -0.1386
C -1.41561 -0.52497 -2.14339 -0.0920
C -0.06281 -0.44714 -2.42102 -0.1257
C 2.78185 -0.35724 -3.72478 -0.4081
C 1.86918 -0.40081 -4.77582 -0.1122
C 2.05032 0.39585 -5.89132 -0.0821
C 3.15729 1.22383 -5.98441 -0.0909
C 4.09912 1.23241 -4.96788 -0.0799
C 3.91594 0.43905 -3.85253 -0.1154
C 2.28992 1.93339 0.18130 -0.3252
P 0.45856 2.21468 0.07270 1.0496
C 0.43300 3.60868 -1.14448 -0.3321
C 0.50868 3.34102 -2.50800 -0.1007
C 0.54792 4.36274 -3.43862 -0.0765
C 0.47203 5.68016 -3.02249 -0.0844
C 0.35132 5.96050 -1.67217 -0.0766
C 0.34306 4.93851 -0.73999 -0.0773
C 0.11154 3.17832 1.58364 -0.4335
C 1.07520 3.71430 2.42828 -0.0858
C 0.69429 4.46084 3.53102 -0.0778
C -0.64598 4.67068 3.80353 -0.0844
C -1.61464 4.13539 2.96902 -0.0735
C -1.23611 3.39709 1.86447 -0.1266
H 2.22866 1.40161 -1.90537 0.0597
H 3.83881 1.61884 -1.26237 0.1046
H 2.33385 -0.65243 -0.03181 0.0447
H 4.02155 -0.54877 -0.52161 0.0737
H 0.92972 -3.44135 -1.23133 0.1021
H -1.50185 -3.61226 -0.75345 0.1108
H -2.99631 -1.72762 -1.34454 0.0812
H -2.07228 0.28503 -2.43966 0.1153
H 0.31660 0.41605 -2.94688 0.0715
H 1.01384 -1.05940 -4.72200 0.1043
H 1.32193 0.37590 -6.68989 0.1039
H 3.29375 1.84688 -6.85535 0.1002
H 4.97704 1.86002 -5.04150 0.1046
H 4.66053 0.42636 -3.07018 0.1025
H 2.76812 2.91376 0.27456 0.0858
H 2.45976 1.35946 1.09600 0.0820
H 0.53238 2.32171 -2.85678 0.0689
H 0.63278 4.12379 -4.48843 0.1046
H 0.49426 6.48051 -3.74635 0.1030
H 0.26251 6.98390 -1.33811 0.1049
H 0.26063 5.18534 0.30790 0.0965
H 2.12529 3.56408 2.23364 0.0995
H 1.45349 4.87784 4.17698 0.1067
H -0.93386 5.25288 4.66624 0.1054
H -2.66231 4.28735 3.18653 0.1093
H -1.98885 2.98111 1.20029 0.1088
S -5.47499 -6.43382 0.69685 0.5805
C -4.65216 -5.06036 1.03215 -1.1297
S -3.68713 -4.75115 2.47628 0.9575
C -3.33272 -3.12953 1.83538 -1.1745
N -3.85717 -2.91111 0.67871 0.0032
N -4.58372 -3.96992 0.23704 -0.1814
C -5.34795 -3.83311 -0.95070 -0.2469
C -6.73264 -3.78829 -0.86772 -0.0325
C -7.47621 -3.62760 -2.02123 -0.0725
C -6.84255 -3.52837 -3.24922 -0.0886
C -5.46149 -3.57238 -3.32808 -0.0769
C -4.70771 -3.72607 -2.17752 -0.0182
S -2.46397 -2.05190 2.79449 0.4492
H -7.21361 -3.87946 0.09300 0.1157
H -8.55156 -3.56757 -1.95989 0.1042
H -7.43052 -3.41620 -4.14737 0.1005
H -4.96576 -3.49093 -4.28536 0.1035
H -3.63055 -3.77906 -2.22906 0.1015
```

Computed properties:
- Frontier orbital gap: 7.274 eV